# 1
Density functional theory data (ωB97M-V/def2-TZVPD) for one molecule with the formula C3F4.

Summary:
* energy relative to the best compared isomer or geometry (same formula, charge and spin): 95.6 kJ/mol
* frontier orbital gap (alpha / beta): 9.79 / 9.79 eV
* lowest unoccupied orbital energy (alpha / beta): -0.898 / -0.897 eV
* HOMO (alpha / beta): -10.6869 / -10.6872 eV

ORCA input file:
```
! wB97M-V def2-TZVPD RIJCOSX def2/J DEFGRID3
* xyz 0 1
F -2.870 0.132 0.018
C -1.620 0.194 0.024
C -0.405 -0.443 -0.191
C 1.050 -0.101 0.022
F 1.405 -0.018 1.323
F 1.778 -1.031 -0.555
F 1.387 1.043 -0.544
*
```

***

# 2
Density functional theory data (ωB97M-V/def2-TZVPD) for C18H22N9ORbS as an isolated structure.

Summary:
* energy relative to the best compared isomer or geometry (same formula, charge and spin): 151.9 kJ/mol
* frontier orbital gap: 5.20 eV
* lowest unoccupied orbital energy: 3.887 eV
* HOMO: -1.3108 eV

ORCA input file:
```
! wB97M-V def2-TZVPD RIJCOSX def2/J DEFGRID3
* xyz -2 1
Rb 0.432 0.681 -0.464
N 3.539 2.197 -2.656
C 2.286 2.273 -3.270
S 2.120 3.563 -4.375
N 1.476 1.309 -2.982
N 0.207 1.328 -3.468
C -0.351 0.258 -3.883
C 0.103 -1.139 -4.001
C 0.031 -1.728 -5.253
C 0.352 -3.059 -5.472
C 0.720 -3.838 -4.382
C 0.777 -3.294 -3.124
C 0.482 -1.924 -2.853
O 0.498 -1.476 -1.669
H 3.965 3.105 -2.537
H 3.536 1.624 -1.818
H -1.357 0.437 -4.276
H -0.261 -1.104 -6.096
H 0.315 -3.484 -6.471
H 0.965 -4.889 -4.524
H 1.052 -3.912 -2.275
C -3.442 -2.616 0.231
N -2.663 -2.375 1.427
C -1.352 -2.983 1.286
C -2.560 -0.935 1.669
C -1.633 -0.590 2.812
C -1.965 -1.084 4.069
C -1.148 -0.842 5.158
C 0.009 -0.104 4.970
C 0.318 0.384 3.709
C -0.481 0.180 2.573
H -3.643 -3.687 0.132
H -2.907 -2.275 -0.673
H -4.394 -2.085 0.295
H -1.469 -4.067 1.219
H -0.762 -2.744 2.167
H -0.812 -2.631 0.393
H -3.576 -0.578 1.895
H -2.217 -0.419 0.748
H -2.861 -1.687 4.185
H -1.410 -1.241 6.135
H 0.671 0.076 5.815
H 1.238 0.954 3.603
N 2.824 6.374 2.524
N 2.082 5.215 2.480
N 1.126 4.908 3.354
C 0.727 3.728 2.887
N 1.404 3.343 1.812
N 2.265 4.283 1.546
H 2.237 7.172 2.276
H 3.550 6.261 1.818
H -0.042 3.138 3.335
*
```

***

# 3
Density functional theory data (ωB97M-V/def2-TZVPD) for C4H15BrNO5V as an isolated structure.

Summary:
* frontier orbital gap (alpha / beta): 6.77 / 9.03 eV
* lowest unoccupied orbital energy (alpha / beta): -0.643 / -0.660 eV
* HOMO (alpha / beta): -7.4100 / -9.6935 eV

ORCA input file:
```
! wB97M-V def2-TZVPD RIJCOSX def2/J DEFGRID3
* xyz 0 5
V 1.899 1.230 1.988
Br 0.405 -0.266 0.351
C 2.606 -2.700 -1.872
O 1.211 -2.839 -1.722
H 2.839 -2.020 -2.691
H 3.078 -2.247 -1.001
H 3.006 -3.692 -2.081
H 0.919 -2.147 -1.124
C 3.680 1.142 -0.693
O 3.312 1.890 0.460
H 4.684 0.738 -0.566
H 3.015 0.289 -0.827
H 3.606 1.838 -1.528
H 3.852 2.680 0.386
C -2.854 2.236 -0.723
O -1.564 2.093 -1.351
H -3.322 3.214 -0.835
H -3.517 1.510 -1.194
H -2.766 2.041 0.346
H -1.344 1.188 -1.119
C -3.071 -1.034 1.663
N -3.542 -0.639 3.007
O -4.011 -1.550 3.652
O -3.263 0.463 3.431
H -3.452 -2.028 1.428
H -1.985 -1.010 1.753
H -3.422 -0.380 0.865
*
```

***

# 4
Density functional theory data (ωB97M-V/def2-TZVPD) for C28H46BrN3P2SSn as an isolated structure.

Summary:
* energy relative to the best compared isomer or geometry (same formula, charge and spin): 75.9 kJ/mol
* frontier orbital gap (alpha / beta): 4.27 / 3.59 eV
* lowest unoccupied orbital energy (alpha / beta): -14.477 / -14.377 eV
* HOMO (alpha / beta): -18.7464 / -17.9699 eV

ORCA input file:
```
! wB97M-V def2-TZVPD RIJCOSX def2/J DEFGRID3
* xyz 4 1
C -0.279 6.015 -5.928
C -0.476 4.730 -6.475
C -0.776 4.658 -7.853
C -1.000 5.845 -8.570
N -0.853 7.049 -8.011
C -0.509 7.144 -6.727
C -0.521 3.557 -5.618
C -0.668 3.183 -4.384
C -1.321 2.911 -3.143
C -0.638 2.832 -1.907
C -1.286 2.343 -0.783
C -2.604 1.884 -0.877
C -3.313 1.986 -2.079
C -2.679 2.520 -3.195
Sn -0.570 1.230 -5.529
P 2.273 -1.097 -1.606
H -0.866 3.695 -8.360
H 0.025 6.150 -4.889
H -1.295 5.811 -9.627
H -0.406 8.155 -6.313
H -3.206 2.540 -4.145
H 0.423 3.091 -1.874
H -4.312 1.573 -2.163
H -0.737 2.237 0.154
C 2.478 -2.703 -0.679
C 3.620 -3.644 -1.069
H 1.510 -3.216 -0.802
H 2.533 -2.418 0.385
H 3.663 -4.462 -0.336
H 3.452 -4.100 -2.055
H 4.603 -3.149 -1.066
C 3.056 -1.422 -3.259
C 3.444 -0.145 -4.010
H 2.287 -1.963 -3.836
H 3.909 -2.101 -3.113
H 3.430 -0.347 -5.086
H 2.748 0.684 -3.821
H 4.461 0.186 -3.749
C 3.567 -0.039 -0.774
C 5.010 -0.527 -0.808
H 3.204 0.079 0.260
H 3.475 0.948 -1.255
H 5.666 0.287 -0.479
H 5.174 -1.370 -0.127
H 5.345 -0.816 -1.813
Br -3.398 0.914 0.527
P -2.243 -2.499 -3.278
C -0.451 -2.914 -3.248
C -0.206 -4.302 -3.856
H -0.137 -2.896 -2.192
H 0.090 -2.122 -3.791
H 0.866 -4.456 -4.043
H -0.542 -5.102 -3.181
H -0.740 -4.425 -4.810
C -2.616 -2.130 -1.517
C -3.913 -2.795 -1.056
H -2.662 -1.040 -1.410
H -1.769 -2.494 -0.919
H -4.031 -2.675 0.025
H -4.791 -2.353 -1.540
H -3.914 -3.868 -1.280
C -2.406 -0.923 -4.177
C -2.687 -1.244 -5.659
H -1.455 -0.365 -4.009
H -3.231 -0.347 -3.728
H -2.948 -0.332 -6.218
H -1.814 -1.710 -6.147
H -3.529 -1.955 -5.731
C 0.922 -1.234 4.751
N 1.086 -0.549 3.465
C 0.107 -0.487 2.532
S 0.452 -0.310 0.880
N -1.179 -0.556 2.986
C -1.606 0.187 4.183
H 0.090 -1.943 4.721
H 0.753 -0.504 5.553
H 1.852 -1.771 4.965
H 2.023 -0.530 3.062
H -1.846 -0.510 2.207
H -2.570 0.661 3.965
H -1.746 -0.511 5.018
H -0.886 0.967 4.467
*
```

***

# 5
Density functional theory data (ωB97M-V/def2-TZVPD) for a 12-piece molecular cluster, C29H79N2O13 overall.

Summary:
* frontier orbital gap: 8.36 eV
* lowest unoccupied orbital energy: 2.074 eV
* HOMO: -6.2831 eV

ORCA input file:
```
! wB97M-V def2-TZVPD RIJCOSX def2/J DEFGRID3
* xyz -1 1
C -0.386 -0.439 0.166
C 0.753 0.056 -0.659
O 1.198 -0.622 -1.589
O 1.092 1.246 -0.358
H -0.125 -0.266 1.181
H -0.315 -1.488 -0.093
H -1.312 -0.018 -0.095
C -1.504 2.302 1.736
O -0.180 2.585 1.538
H -1.480 2.557 2.797
H -1.851 1.337 1.462
H -2.053 2.966 1.144
H 0.311 2.147 0.763
C 1.373 4.664 -0.133
O 1.196 4.856 1.238
H 2.413 4.763 -0.477
H 0.689 5.255 -0.725
H 1.087 3.653 -0.481
H 0.408 4.329 1.394
C 2.742 -4.031 -0.845
O 2.265 -5.252 -0.569
N 3.969 -3.717 -0.701
N 2.079 -3.163 -1.503
H 4.661 -4.417 -0.266
H 4.350 -2.767 -0.836
H 1.146 -3.480 -1.408
H 1.999 -2.101 -1.473
C 2.846 -1.562 1.663
C 1.788 -1.973 2.603
C 0.918 -3.160 2.131
O 2.142 -2.221 3.818
H 3.663 -0.983 2.193
H 2.422 -1.175 0.709
H 3.483 -2.479 1.452
H 1.038 -1.118 2.704
H -0.013 -3.206 2.653
H 1.479 -4.066 2.240
H 0.762 -3.005 1.088
H 1.493 -1.950 4.510
C 2.632 2.458 -2.969
C 3.468 1.236 -2.759
C 4.867 1.376 -3.338
O 3.600 0.983 -1.541
H 3.067 3.124 -3.704
H 2.575 3.167 -2.108
H 1.633 2.224 -3.299
H 2.930 0.341 -3.162
H 5.284 2.402 -3.329
H 4.768 1.216 -4.388
H 5.657 0.742 -2.988
H 2.706 0.948 -1.086
C -1.101 3.284 -1.815
C -2.348 2.813 -2.505
C -3.389 2.506 -1.545
O -2.710 3.652 -3.346
H -1.005 4.325 -1.625
H -0.212 3.010 -2.360
H -0.947 2.670 -0.963
H -2.126 1.983 -3.198
H -3.761 3.390 -1.075
H -3.015 1.684 -0.833
H -4.216 1.947 -2.002
H -2.731 4.542 -3.027
C 3.468 1.949 2.044
C 2.387 1.670 3.129
C 3.055 1.161 4.391
O 1.871 2.744 3.448
H 3.460 1.105 1.250
H 4.418 2.030 2.421
H 3.305 2.897 1.558
H 1.493 1.008 2.704
H 3.936 1.590 4.790
H 3.435 0.127 4.211
H 2.401 0.989 5.250
H 1.025 2.649 2.981
C -3.175 -1.021 -2.667
C -4.567 -1.570 -2.273
C -5.425 -0.575 -1.579
O -5.193 -2.161 -3.196
H -2.501 -0.993 -1.835
H -3.049 -0.090 -3.230
H -2.687 -1.694 -3.279
H -4.413 -2.381 -1.513
H -6.064 -0.970 -0.825
H -5.914 -0.076 -2.363
H -4.857 0.177 -1.072
H -5.390 -3.067 -2.872
C -0.436 1.191 5.265
C -0.541 -0.307 5.357
C -1.249 -0.926 4.100
O 0.581 -0.801 5.521
H -0.057 1.624 6.198
H -1.465 1.509 5.262
H 0.138 1.475 4.398
H -1.145 -0.586 6.266
H -2.313 -0.944 4.088
H -0.927 -1.923 3.997
H -0.824 -0.376 3.306
H 1.003 -0.408 6.300
C -0.878 -0.946 -5.560
C 0.002 -1.023 -4.324
C 1.071 -2.037 -4.507
O 0.430 0.046 -4.069
H -0.571 -0.306 -6.387
H -1.791 -0.649 -5.203
H -1.010 -1.876 -6.068
H -0.677 -1.389 -3.566
H 1.881 -2.008 -3.680
H 1.527 -2.035 -5.500
H 0.564 -2.955 -4.303
H 0.612 -0.037 -3.127
C -2.619 -3.312 0.391
C -2.676 -2.437 1.675
C -3.787 -1.349 1.422
O -3.077 -3.049 2.715
H -1.831 -4.046 0.584
H -2.293 -2.802 -0.520
H -3.514 -3.855 0.151
H -1.624 -1.994 1.759
H -3.566 -0.761 0.567
H -3.843 -0.657 2.256
H -4.738 -1.782 1.422
H -3.489 -3.889 2.381
*
```

***

# 6
Density functional theory data (ωB97M-V/def2-TZVPD) for a 3-piece molecular cluster, C2H13N2O2 overall.

Summary:
* energy relative to the best compared isomer or geometry (same formula, charge and spin): 233.9 kJ/mol
* frontier orbital gap (alpha / beta): 10.26 / 3.72 eV
* lowest unoccupied orbital energy (alpha / beta): -7.687 / -14.198 eV
* HOMO (alpha / beta): -17.9487 / -17.9220 eV

ORCA input file:
```
! wB97M-V def2-TZVPD RIJCOSX def2/J DEFGRID3
* xyz 2 2
C 0.730 1.557 -1.281
N 1.340 0.568 -2.180
C -0.233 0.903 -0.256
N 0.447 -0.407 0.227
H 1.561 1.998 -0.692
H 0.110 2.364 -1.849
H 2.188 0.883 -2.612
H 0.624 0.358 -2.952
H -0.527 1.353 0.708
H -1.075 0.483 -0.822
H -0.249 -1.085 0.085
H 0.908 -0.340 1.167
H 1.323 -0.368 -0.417
H 0.390 -0.411 3.790
H -1.184 -0.468 3.691
O -0.358 -0.944 3.396
H -1.830 -2.903 0.112
H -2.568 -1.606 -0.155
O -1.596 -1.936 0.041
*
```

***

# 7
Density functional theory data (ωB97M-V/def2-TZVPD) for a 3-piece molecular cluster, C4H11N2O2 overall.

Summary:
* energy relative to the best compared isomer or geometry (same formula, charge and spin): 57.7 kJ/mol
* frontier orbital gap: 10.90 eV
* lowest unoccupied orbital energy: -3.224 eV
* HOMO: -14.1264 eV

ORCA input file:
```
! wB97M-V def2-TZVPD RIJCOSX def2/J DEFGRID3
* xyz 1 1
C -0.923 -1.604 -1.058
C -0.995 -0.366 -0.241
C -1.271 0.928 -0.522
N -1.257 1.603 0.687
C -0.905 0.794 1.674
N -0.732 -0.419 1.133
H -1.400 -1.409 -2.042
H -1.509 -2.372 -0.551
H 0.105 -1.890 -1.222
H -1.250 1.450 -1.448
H -1.419 2.608 0.708
H -0.604 1.145 2.650
H -0.818 -1.289 1.642
H 2.349 1.589 -1.051
H 2.127 0.428 -2.093
O 2.226 0.650 -1.169
H 1.624 -0.106 0.564
H 2.699 -1.144 1.041
O 1.953 -0.597 1.300
*
```

***

# 8
Density functional theory data (ωB97M-V/def2-TZVPD) for a 2-piece molecular cluster, C2H3NS overall.

Summary:
* energy relative to the best compared isomer or geometry (same formula, charge and spin): 310.7 kJ/mol
* frontier orbital gap: 10.36 eV
* lowest unoccupied orbital energy: 0.389 eV
* HOMO: -9.9744 eV

ORCA input file:
```
! wB97M-V def2-TZVPD RIJCOSX def2/J DEFGRID3
* xyz 0 1
C 0.349 -1.065 -1.952
C -0.019 0.607 0.828
N 0.065 -0.619 0.612
S -0.760 -0.089 -2.287
H -0.519 1.106 -0.138
H 0.383 1.189 1.585
H 0.501 -1.128 1.352
*
```

***

# 9
Density functional theory data (ωB97M-V/def2-TZVPD) for C48H61N2NaO7P3S as an isolated structure.

Summary:
* frontier orbital gap: 4.92 eV
* lowest unoccupied orbital energy: 1.808 eV
* HOMO: -3.1163 eV

ORCA input file:
```
! wB97M-V def2-TZVPD RIJCOSX def2/J DEFGRID3
* xyz -1 1
Na -0.750 0.786 1.153
O -3.586 3.675 1.946
C -2.798 2.713 1.912
O -1.610 2.753 1.413
C -3.267 1.327 2.600
O -4.293 1.377 3.306
O -2.542 0.306 2.379
O 0.413 0.670 3.009
P 1.451 1.434 3.731
C 2.780 2.065 2.609
P 2.256 2.189 0.861
O 1.470 1.048 0.327
C 3.821 2.305 -0.053
C 4.612 3.449 -0.028
C 5.801 3.491 -0.743
C 6.198 2.388 -1.488
C 5.407 1.249 -1.521
C 4.218 1.206 -0.804
C 1.405 3.759 0.665
C 0.628 3.852 -0.489
C -0.196 4.944 -0.689
C -0.251 5.953 0.263
C 0.523 5.871 1.411
C 1.347 4.773 1.614
C 0.817 2.876 4.611
C -0.279 3.496 4.018
C -0.862 4.598 4.637
C -0.346 5.081 5.828
C 0.748 4.456 6.423
C 1.324 3.348 5.822
C 2.315 0.429 4.962
C 1.680 -0.742 5.362
C 2.270 -1.556 6.320
C 3.493 -1.206 6.873
C 4.134 -0.041 6.471
C 3.545 0.774 5.515
H 3.658 1.420 2.643
H 3.087 3.054 2.956
H 4.283 4.319 0.533
H 6.411 4.385 -0.728
H 7.124 2.420 -2.050
H 5.712 0.391 -2.109
H 3.577 0.333 -0.829
H 0.595 3.029 -1.196
H -0.834 4.972 -1.562
H -0.926 6.789 0.126
H 0.455 6.635 2.175
H 1.901 4.714 2.542
H -0.721 3.127 3.090
H -1.735 5.040 4.170
H -0.807 5.933 6.314
H 1.134 4.818 7.368
H 2.148 2.846 6.315
H 0.726 -1.000 4.914
H 1.772 -2.466 6.632
H 3.951 -1.845 7.619
H 5.090 0.230 6.900
H 4.052 1.681 5.201
O -1.597 -0.566 -0.447
P -1.719 -1.901 -1.086
C -0.433 -2.107 -2.378
C -0.256 -3.501 -3.036
C 1.059 -4.161 -2.628
C 2.270 -3.322 -3.046
C 2.003 -1.817 -2.861
C 0.902 -1.565 -1.834
C -1.525 -3.196 0.190
C -1.747 -4.666 -0.203
C -1.874 -5.516 1.059
C -3.161 -5.168 1.830
C -3.599 -3.720 1.574
C -2.397 -2.801 1.421
C -3.391 -2.016 -1.835
C -3.735 -0.609 -2.374
C -4.929 -0.680 -3.315
C -4.573 -1.468 -4.588
C -3.512 -2.545 -4.306
C -3.678 -3.102 -2.894
H -0.746 -1.386 -3.142
H -0.285 -3.398 -4.128
H -1.075 -4.172 -2.789
H 1.128 -5.163 -3.057
H 1.061 -4.295 -1.543
H 2.516 -3.532 -4.092
H 3.141 -3.632 -2.463
H 1.699 -1.371 -3.810
H 2.919 -1.293 -2.575
H 0.795 -0.505 -1.600
H 1.170 -2.049 -0.886
H -0.476 -3.078 0.487
H -0.928 -5.027 -0.828
H -2.664 -4.779 -0.792
H -0.997 -5.329 1.688
H -1.852 -6.580 0.810
H -2.991 -5.314 2.901
H -3.962 -5.858 1.548
H -4.234 -3.361 2.384
H -4.219 -3.674 0.670
H -1.780 -2.877 2.323
H -2.681 -1.745 1.409
H -4.037 -2.191 -0.969
H -2.878 -0.172 -2.899
H -3.907 0.060 -1.533
H -5.266 0.326 -3.573
H -5.768 -1.158 -2.799
H -4.210 -0.784 -5.363
H -5.470 -1.939 -4.998
H -2.504 -2.121 -4.396
H -3.570 -3.343 -5.050
H -3.058 -3.985 -2.754
H -4.710 -3.451 -2.777
S -0.969 1.778 -3.125
C -0.288 1.076 -4.444
N 1.020 1.163 -4.834
C 1.225 0.567 -6.146
C 0.044 -0.409 -6.214
N -0.910 0.248 -5.335
H 1.539 1.959 -4.504
H 2.183 0.051 -6.208
H 1.167 1.308 -6.950
H 0.329 -1.397 -5.837
H -0.340 -0.515 -7.227
H -1.801 -0.145 -5.079
*
```

***

# 10
Density functional theory data (ωB97M-V/def2-TZVPD) for CH2NO2P as an isolated structure.

Summary:
* energy relative to the best compared isomer or geometry (same formula, charge and spin): 172.4 kJ/mol
* frontier orbital gap (alpha / beta): 9.46 / 7.56 eV
* lowest unoccupied orbital energy (alpha / beta): 0.179 / -2.764 eV
* HOMO (alpha / beta): -9.2789 / -10.3282 eV

ORCA input file:
```
! wB97M-V def2-TZVPD RIJCOSX def2/J DEFGRID3
* xyz 0 3
C 0.681 -0.054 0.045
N -0.245 -1.091 -0.064
O 0.099 1.190 -0.129
O -1.610 0.873 0.166
P -1.754 -0.648 0.060
H 1.530 -0.264 0.859
H 1.298 -0.006 -0.937
*
```

***

| no. | E_tot (eV) |
| --- | --- |
| 1 | -13976.80897 |
| 2 | -45968.63526 |
| 3 | -111843.48831 |
| 4 | -139493.13351 |
| 5 | -60942.97192 |
| 6 | -9339.03893 |
| 7 | -11395.52582 |
| 8 | -14444.24941 |
| 9 | -111205.70496 |
| 10 | -15938.21463 |